ORCA calculation (the ωB97M-V functional and the def2-TZVPD basis) on a single C8H17NO2S molecule.

ΔE to the lowest compared entry with this formula, charge and spin = 78.5 kcal per mole
lowest unoccupied orbital energy = 0.79 eV
largest force on an atom = 5.14 eV/A
HOMO-LUMO gap = 0.3704 Eh

CARTESIAN COORDINATES (ANGSTROEM)
C 0.112 1.856 -1.179
C 0.431 0.447 -0.679
C 2.884 0.856 -0.369
C 1.197 0.723 1.743
C -2.410 -1.069 -1.290
C -2.430 -1.512 1.232
C 1.557 0.183 0.316
C -1.591 -1.135 0.014
N -1.003 0.099 0.383
O -1.526 2.367 1.174
O -1.312 1.937 -1.348
S -1.973 1.528 0.090
H 0.644 2.411 -0.442
H 0.629 1.982 -2.201
H 0.301 -0.360 -1.471
H 3.628 0.774 0.400
H 2.809 1.956 -0.699
H 3.106 0.331 -1.281
H 0.710 1.654 1.676
H 2.157 0.613 2.312
H 0.390 0.187 2.086
H -3.190 -0.333 -1.396
H -1.758 -0.813 -2.169
H -2.988 -1.950 -1.497
H -3.262 -0.709 1.219
H -1.819 -1.211 2.131
H -2.679 -2.608 1.068
H 1.701 -0.894 0.475
H -0.882 -1.960 -0.203